A cluster of 3 separate species, C27H55FNO8P2Si in total, computed with wB97M-V/def2-TZVPD.

Computed properties:
Gap between HOMO and LUMO (eV): 8.16
2S+1: 1
Largest force on an atom (eV/Å): 0.620
Charge: +1

```
95
C27H55FNO8P2Si (wB97M-V/def2-TZVPD)
H -5.59393 -2.45036 4.35144
C 4.31086 -2.96086 0.40935
H 1.96912 -4.59598 1.15238
O -6.77848 -0.95471 5.18977
P 5.66682 0.23195 -5.49628
H 1.71074 1.41998 -2.35231
H 3.96114 2.87944 -6.99526
C -6.34210 -2.31991 5.13273
H -1.58651 -1.24931 -0.93724
H 7.72921 -0.01943 -7.36886
C 4.20618 -1.70120 -6.51802
H -4.54395 1.81374 1.44230
O 5.33698 1.51594 -6.37771
H 2.94657 2.68854 -2.33881
C 3.65575 -0.76055 4.50136
C -1.92326 2.47076 1.07651
H -3.04446 -1.57786 -0.03427
H 2.86086 -0.44136 -2.55743
C 3.96992 1.86395 -6.60992
H 4.39879 1.25027 -1.36951
H 4.38281 -2.75265 -6.30268
H -9.30383 -2.59825 3.10383
C -2.50301 1.09068 1.46265
O 7.22391 0.31768 -5.36866
H 8.01930 1.63383 -6.76328
H -8.50692 2.56730 5.48293
H -0.54536 2.77124 -1.20906
H -3.77983 -0.46654 -1.91520
H -9.38594 -1.48878 1.72058
O 5.46218 -1.01505 -6.46380
H 0.79394 -3.53308 1.94548
H -1.79080 -0.91738 1.70165
H -2.21439 3.15368 1.87889
H -7.67451 1.30479 6.42189
H 0.04411 1.82316 1.61940
H 4.37472 -3.45100 -0.56128
O -8.59665 -0.69338 3.44161
H 1.65216 0.49767 1.47317
H 3.50536 -1.30157 -5.78580
C 2.78302 -1.14255 2.26629
C 2.35868 0.95244 3.43408
C 3.08948 0.50966 4.52577
H 2.06526 2.85718 0.26238
Si 2.61208 -2.24249 0.74655
C 3.14809 -0.46655 -1.50377
H -0.05132 3.52165 1.23471
H -0.70040 0.05926 0.77188
H 1.25317 -0.51044 -0.43313
C 8.05272 0.57501 -6.51582
N -4.09537 1.03298 -0.45885
H -9.14050 0.90735 5.48446
H -5.05236 0.76372 -0.68586
C -3.16458 0.12200 -1.23294
H 1.56658 -1.92289 -1.40497
C -1.75404 -0.14490 0.93233
C 0.12691 2.28564 -0.49468
F -2.39733 0.96546 -1.99924
C 3.50279 -1.57110 3.38572
C 2.38743 1.99403 -1.71426
C 1.55695 2.81703 -0.70314
C -8.23903 1.51637 5.51700
O -6.14731 -0.28201 2.78679
C -0.40200 2.53549 0.92153
H -3.97586 1.98019 -0.82170
H 1.91613 1.94215 3.43355
H 3.33942 1.09392 0.01239
H 0.11705 1.22207 -0.74480
C 2.04486 -1.20857 -0.72253
H -4.44031 0.06863 1.37583
C -3.95886 0.98663 1.04184
H 3.40127 1.82010 -5.68065
H 3.95917 -2.55505 3.39815
H -2.38055 2.88907 0.17151
H 3.79598 -1.60161 -7.52205
H -5.90468 -2.55218 6.09854
O 4.93597 0.14693 -4.23304
H 4.09885 -0.99800 -1.47975
H 1.48304 3.83967 -1.07896
H 4.57630 -3.65770 1.20551
C 3.38238 0.98745 -1.07316
H -7.82538 -2.18934 2.19498
H 3.21694 1.15465 5.38538
P -7.15162 -0.18888 3.85430
C 1.41143 -3.66316 1.05707
H 0.74218 -3.76993 0.19876
C -2.36263 -0.77735 -0.33533
H 5.04003 -2.14817 0.44499
H 3.52743 1.19706 -7.35206
H 9.06302 0.29191 -6.23744
H 4.23015 -1.10617 5.35116
C 2.21340 0.13130 2.32310
H -2.53942 1.01559 2.55015
O -7.41213 1.26622 4.36063
C -8.77933 -1.81358 2.56244
H -7.19060 -2.98158 4.95579
```

Table of Löwdin atomic charges, one value per atom, all in e: 0.0857, -0.1735, 0.0285, -0.2093, 0.3392, 0.1032, 0.0899, -0.0729, 0.1331, 0.0875, -0.0904, 0.1447, -0.2150, 0.1037, -0.0802, -0.1439, 0.1311, 0.0893, -0.0851, 0.1076, 0.0899, 0.0917, -0.2642, -0.1918, 0.0886, 0.0928, 0.1094, 0.1643, 0.0909, -0.2121, 0.0241, 0.1280, 0.1219, 0.0910, 0.0882, 0.0392, -0.2074, 0.0564, 0.0781, -0.2390, -0.0866, -0.0849, 0.1039, 0.5848, -0.2516, 0.1220, 0.0757, 0.0384, -0.0737, 0.1379, 0.0900, 0.1853, -0.2567, 0.0730, -0.1132, -0.2109, 0.0509, -0.0921, -0.1773, -0.1892, -0.0629, -0.2409, -0.1940, 0.1745, 0.0987, 0.0890, 0.0762, -0.2426, 0.1079, -0.0921, 0.0820, 0.1011, 0.1031, 0.0873, 0.0933, -0.2160, 0.0892, 0.1090, 0.0300, -0.1859, 0.0797, 0.1033, 0.3347, -0.1663, 0.0178, -0.0883, 0.0399, 0.0864, 0.0914, 0.1045, -0.1154, 0.1540, -0.1956, -0.0812, 0.0893

A cluster of 2 separate species, C27H56BrClN8O3 in total in a non-equilibrium geometry, computed with wB97M-V/def2-TZVPD.

Computed properties:
Gap between HOMO and LUMO (eV): 1.61
2S+1: 1
Largest force on an atom (eV/Å): 5.064
Charge: 0

```
96
C27H56BrClN8O3 (wB97M-V/def2-TZVPD)
H -0.46623 4.19839 2.36630
H -5.83310 -0.51127 0.59841
C -0.09233 -0.84743 -1.79701
H 4.79632 -5.11382 3.47855
H 1.52836 1.87476 -5.24627
N -2.26535 5.24196 1.12516
C 1.32512 -1.00996 -1.07876
N -3.38961 1.27040 -0.77770
H -1.41505 -1.76656 0.69963
N -0.32159 5.13574 -0.26871
C -4.20094 0.22882 -3.04223
C -4.12623 0.44715 -4.65622
H -1.80369 -0.16976 -3.37309
N -0.65908 0.51096 -1.74907
H -6.34391 0.82955 -4.84469
H -5.29062 0.48386 -2.77123
H 2.99058 -5.17300 2.11718
H 0.09153 -1.09077 -2.90798
H 5.42053 -1.70186 2.01806
H -2.57975 5.79676 0.30947
H -0.84570 5.63032 -1.01017
C 2.94305 1.93168 -3.54065
C -1.27541 4.26995 0.52677
H 3.14061 -2.95225 6.82507
C 3.88185 -4.94471 4.05860
C -3.14805 1.19331 -2.26897
H -6.05228 0.81923 -0.73059
Br 2.94080 -1.37007 -2.21961
C -0.80084 1.09517 -0.40700
H 3.75429 -0.06482 3.05359
H 2.00432 -3.51392 5.60011
N -3.99394 0.07849 -0.34370
H -1.01066 1.35191 -4.86954
H -2.34384 1.90569 1.08819
C -1.12105 1.87618 -3.84803
H -3.73590 1.50443 -4.80846
C -3.39292 -0.61555 0.80408
H 3.69232 1.19754 -4.01448
H 2.25098 -0.66862 3.77482
H 0.10014 1.79127 -0.22723
H 5.62591 -3.44207 6.62905
H -4.02105 -0.87489 -2.78361
H 0.39310 3.47710 -4.07337
H 0.49025 2.74121 -2.40724
C 1.49745 1.56522 -4.13311
C -5.54030 0.20416 -5.36462
H -3.39428 2.24219 -2.68166
C -2.01208 3.33625 -0.54321
H 5.02300 -3.41183 1.87051
O 4.61933 -1.47531 5.08229
H -2.99663 3.83367 -0.82342
C 4.59294 -2.40817 1.91417
H -5.45518 0.62193 -6.42680
C 2.40843 -3.23339 2.86752
H -5.40064 1.23483 0.93218
H -4.11891 2.01289 -0.66912
H 2.86966 -4.67526 6.60099
H 1.98732 -3.10671 1.86145
H 3.70502 -5.88445 4.59398
H 1.59525 -2.96458 3.55058
O 1.52862 -0.96737 0.13838
C 2.98948 -0.84205 2.98604
H 6.28150 -4.16645 5.15372
H 2.48228 -0.70147 2.02650
Cl -5.99564 -1.56015 -5.52443
H -3.05813 4.74861 1.55665
H 2.91143 1.65244 -2.42728
C -1.68928 0.79730 -2.75186
C 4.12860 -3.79101 5.05538
H 0.52099 3.45279 1.23549
H -2.87930 -2.59259 -0.20641
H 0.15468 5.80262 0.35640
N 4.36388 -2.56409 4.28990
H -1.82972 2.74890 -4.02236
C 5.41668 -4.15130 5.82390
O -3.57284 -0.19820 1.99805
N -0.45455 3.57434 1.53738
H 1.25058 0.45618 -4.12755
H -2.77211 -2.64823 1.61158
C 2.96968 -3.72200 6.06838
H 3.24654 3.79008 -2.79620
H -3.32404 -0.27272 -5.03245
C -2.19446 1.78668 -0.04678
H -0.76230 -1.68341 -1.40805
H -1.36213 3.29294 -1.47536
H 5.33528 -5.14499 6.27916
C 0.31445 2.47959 -3.49798
C 2.73702 -4.70877 3.07612
H 1.83502 -5.22335 3.42591
C 3.58973 -2.25965 3.07604
C -2.53293 -1.97940 0.70684
N 3.33616 3.35598 -3.72669
H 2.75770 3.83315 -4.42566
H -0.65930 0.24712 0.36348
H 4.11427 -2.21376 0.94549
C -5.39910 0.43033 0.11917
```

Table of Löwdin atomic charges, one value per atom, all in e: 0.0967, 0.1253, -0.1492, 0.1045, 0.1173, 0.0527, -0.6265, -0.0485, 0.0646, 0.0431, -0.1368, -0.2375, 0.1403, -0.1356, 0.0876, 0.1041, 0.0993, 0.1162, 0.0846, 0.0758, 0.0750, -0.3191, -0.6122, 0.0731, -0.1574, -0.1624, 0.0934, 0.6982, -0.0968, 0.0745, 0.0653, -0.0919, 0.1231, 0.1667, -0.1360, 0.1058, -0.3861, 0.0984, 0.0774, 0.1371, 0.0728, 0.1281, 0.1116, 0.0928, -0.2023, -0.5727, 0.1501, -0.0651, 0.0701, -0.2514, 0.1193, -0.0351, 0.0832, -0.1582, 0.1096, 0.1710, 0.0736, 0.0949, 0.1094, 0.0992, -0.0177, -0.0576, 0.0791, 0.0333, 0.4994, 0.0759, 0.0915, -0.2187, -0.5252, 0.0885, 0.0874, 0.0871, -0.2023, 0.0995, -0.0559, 0.0098, 0.0781, 0.0759, 0.1031, -0.0389, 0.0690, 0.1137, -0.1489, 0.1208, 0.0968, 0.0716, -0.2032, -0.1932, 0.1001, -0.4986, -0.0081, -0.0187, 0.0578, 0.1253, 0.0517, -0.0334

no.,DFT total energy (eV)
1,-75934.2858
2,-129523.4693